# 1
DFT (ωB97M-V/def2-TZVPD) results for 2 unconnected molecules or ions with the total composition C7H14O at a distorted geometry.

Orbital gap ... 9.9493 eV
LUMO level ... 0.035 Ha
Total energy ... -350.2836 a.u.
Structure (SMILES) ... C=C(C)C(=C)CC.O
Energy relative to the best compared isomer or geometry (same formula, charge and spin) ... 47.6 kcal per mole
HOMO ... -9.00 eV

ORCA input file:
```
! RIJCOSX wB97M-V def2-TZVPD def2/J DEFGRID3
* xyz 0 1
H -3.633 6.560 0.692
C 0.988 0.073 0.313
C -0.333 -1.548 -1.066
H 2.504 1.336 1.265
H -1.693 0.058 -1.234
O -2.724 6.896 0.571
C 1.812 0.537 1.534
H -1.658 -1.120 -2.652
H -0.011 -3.727 -1.319
H -0.099 -3.171 1.185
H 0.411 0.996 0.160
H 1.201 0.884 2.350
H 1.655 0.170 -0.558
H 0.840 -2.084 2.147
H -0.230 -2.915 -2.728
H 1.318 -2.717 -1.909
H -2.497 7.069 1.475
C 0.289 -1.240 0.271
C 0.244 -2.735 -1.751
H 2.552 -0.248 1.748
C 0.384 -2.210 1.157
C -1.322 -0.865 -1.648
*
```

Population analysis type Mulliken, resulting atomic charges in e: atom 1 (H): 0.3215, atom 2 (C): -0.2209, atom 3 (C): 0.5197, atom 4 (H): 0.3954, atom 5 (H): 0.2906, atom 6 (O): -0.6363, atom 7 (C): -1.4613, atom 8 (H): 0.2774, atom 9 (H): 0.2888, atom 10 (H): 0.3157, atom 11 (H): 0.2964, atom 12 (H): 0.3237, atom 13 (H): 0.3431, atom 14 (H): 0.2719, atom 15 (H): 0.3608, atom 16 (H): 0.2912, atom 17 (H): 0.3148, atom 18 (C): 0.5069, atom 19 (C): -1.2598, atom 20 (H): 0.3939, atom 21 (C): -0.9623, atom 22 (C): -0.9711

=====

# 2
DFT (ωB97M-V/def2-TZVPD) results for 14 unconnected molecules or ions with the total composition C68H178N14O20 at a distorted geometry.

Orbital gap ... 8.9475 eV
LUMO level ... 0.019 Ha
Total energy ... -4968.4471 a.u.
Energy relative to the best compared isomer or geometry (same formula, charge and spin) ... 61.4 kcal per mole
HOMO ... -8.42 eV

ORCA input file:
```
! RIJCOSX wB97M-V def2-TZVPD def2/J DEFGRID3
* xyz 0 1
N 14.130 13.512 13.915
C 27.350 19.580 14.675
C 12.715 12.846 19.591
H 12.621 13.305 21.728
H 22.646 12.163 22.566
H 17.613 17.677 17.126
H 17.209 12.028 11.402
C 24.140 13.915 14.968
H 17.195 19.455 16.071
C 18.797 11.852 19.325
C 13.324 12.944 20.941
O 16.318 19.100 17.833
H 24.130 13.152 7.813
H 18.225 18.820 18.472
H 22.494 18.199 10.423
C 17.113 10.645 14.768
C 18.135 12.646 11.585
H 21.999 13.712 22.027
H 15.820 23.837 13.392
H 12.003 17.964 11.543
C 17.431 14.459 10.227
H 9.865 13.769 11.027
H 24.378 20.484 22.327
H 21.019 15.055 11.147
N 19.910 15.251 15.711
H 28.158 20.265 12.853
H 15.311 16.209 15.497
N 26.037 19.318 15.188
H 26.203 16.218 19.032
H 16.520 13.857 10.025
N 25.459 15.966 19.682
C 21.672 16.320 9.766
C 19.130 15.160 14.496
H 21.881 13.642 13.955
H 18.174 24.444 14.391
H 24.292 15.115 21.646
H 12.924 15.905 19.035
H 13.427 12.472 17.589
C 16.898 17.164 19.084
H 20.972 19.197 21.303
H 19.503 12.254 17.368
H 19.950 24.120 15.911
H 26.170 20.843 19.978
N 12.649 16.759 19.508
H 18.022 9.883 19.615
H 16.594 18.232 10.232
C 15.304 17.459 22.507
C 13.816 12.469 18.581
C 24.193 14.171 8.216
C 23.579 14.706 13.818
H 19.813 11.432 19.699
H 18.894 12.266 10.844
N 18.958 12.730 18.143
N 20.043 20.347 23.704
C 26.570 13.994 20.658
O 26.237 21.035 13.171
H 13.606 18.422 24.078
H 25.936 22.355 22.073
H 13.345 21.907 18.384
H 10.630 12.113 10.989
C 15.589 23.737 14.476
O 25.223 17.816 22.440
H 23.721 18.275 23.798
C 10.530 13.015 11.608
H 14.160 18.127 18.898
N 16.618 17.777 20.367
C 25.595 21.093 11.927
H 13.331 16.767 16.826
H 11.779 17.577 16.939
H 13.441 15.555 13.888
C 14.340 22.824 14.556
H 24.960 14.125 8.971
H 11.408 15.175 12.615
H 17.194 14.550 15.056
H 25.434 20.120 15.308
C 17.346 18.188 18.053
H 21.241 16.676 8.866
H 24.495 14.857 7.448
H 18.486 8.119 18.075
H 16.016 16.594 18.674
H 22.580 21.134 17.675
H 24.896 21.920 11.945
C 13.725 20.543 14.484
H 13.633 11.940 21.271
C 14.378 12.340 13.101
H 21.873 17.252 11.763
H 9.804 12.676 12.363
C 15.988 16.779 21.236
H 12.183 18.275 13.286
H 21.563 16.854 19.842
C 19.040 18.139 22.937
H 25.005 20.166 11.824
C 13.648 18.993 23.155
H 16.262 14.100 17.391
H 19.445 17.227 16.240
H 23.648 16.736 13.062
C 20.641 16.241 19.727
O 16.415 11.697 14.210
H 15.675 20.443 16.408
H 13.914 14.897 12.276
H 19.575 16.096 24.377
H 18.418 20.147 22.581
H 19.088 22.576 15.851
C 13.420 14.619 13.203
H 18.492 13.705 20.578
H 12.778 20.706 13.894
C 11.912 14.302 12.969
O 18.638 10.099 17.631
H 17.256 9.793 14.098
C 24.123 14.415 20.826
C 20.328 16.576 16.127
H 21.000 20.086 23.674
C 23.881 17.713 22.879
H 25.267 14.120 18.970
H 17.018 8.872 17.410
O 14.624 21.544 14.091
H 10.640 12.347 19.535
H 18.435 18.045 23.899
H 13.842 22.919 15.509
C 13.107 17.939 18.711
H 12.425 13.879 19.282
H 18.235 14.255 9.497
H 23.930 14.415 15.913
C 19.400 23.093 18.455
H 17.655 16.393 19.099
O 20.243 17.446 22.969
H 18.022 16.424 10.967
H 11.616 13.933 13.963
H 19.355 14.178 14.075
C 26.019 18.618 16.476
H 22.640 19.576 18.725
H 27.512 14.210 20.178
C 19.331 19.609 22.672
H 16.968 10.824 18.542
H 14.476 11.155 14.755
H 26.298 21.459 23.417
N 15.936 16.463 10.974
H 27.878 18.677 14.787
H 16.579 10.299 15.668
H 15.914 18.517 20.150
H 15.583 17.060 13.974
H 16.775 16.058 21.610
H 23.979 10.953 16.110
C 12.624 18.445 12.278
H 20.685 17.908 10.813
O 23.495 12.657 15.025
N 16.699 23.208 15.248
H 23.551 15.353 10.522
H 20.983 17.013 15.361
C 25.901 19.057 22.825
O 18.646 23.743 17.522
H 18.855 23.234 19.414
H 13.455 20.565 15.546
H 18.427 17.796 22.109
C 24.517 18.545 17.093
H 14.018 20.401 18.004
O 17.874 13.999 11.498
H 12.608 19.280 22.892
N 20.678 15.377 10.209
H 15.248 24.695 14.902
C 17.216 15.961 10.357
H 25.261 13.759 14.886
H 26.446 12.893 20.706
H 26.199 21.380 11.090
C 13.416 20.870 18.705
H 20.733 14.652 9.481
H 17.228 20.827 17.212
C 18.111 8.822 17.337
H 15.028 12.699 12.261
C 23.722 11.971 16.285
C 25.437 20.289 21.987
H 23.221 14.755 20.282
N 11.559 11.968 19.337
H 17.050 12.709 20.239
H 26.756 19.185 12.601
H 18.545 12.493 12.560
H 19.427 14.760 16.434
C 23.058 15.727 9.537
H 26.490 17.647 16.389
H 17.477 25.108 15.916
C 15.096 11.265 13.851
C 12.886 17.679 17.194
H 27.839 20.395 15.213
O 12.148 20.239 18.608
H 12.683 19.531 12.126
O 14.199 18.206 22.084
H 17.454 16.410 9.370
H 13.431 11.935 12.721
H 19.478 22.024 18.269
C 16.084 17.896 11.104
O 11.794 13.328 12.039
O 14.840 13.461 18.589
H 14.229 13.560 20.984
C 25.525 20.079 20.441
O 23.952 13.109 21.401
H 26.544 19.203 17.229
H 13.191 16.776 20.371
O 20.190 16.036 18.404
H 13.275 18.553 16.647
H 25.091 16.266 14.027
H 22.845 12.015 16.913
H 16.042 16.078 11.915
C 20.017 19.809 21.298
O 24.138 19.956 17.222
C 15.945 16.937 15.020
C 22.790 20.039 17.703
H 23.596 16.633 14.783
H 23.829 16.382 9.088
H 14.207 18.310 10.155
H 24.501 18.106 18.078
C 18.044 10.629 18.807
H 23.277 18.220 22.166
H 14.936 13.462 16.483
H 20.875 15.276 20.197
H 15.982 18.164 23.095
C 16.587 20.034 16.813
H 25.651 19.261 23.881
H 14.073 19.585 14.188
H 19.721 20.109 24.617
C 14.688 18.496 11.126
C 18.132 12.628 20.422
H 11.172 18.622 19.263
H 22.115 19.491 17.096
H 13.725 23.353 13.826
H 19.485 15.957 13.848
O 22.942 14.527 8.795
C 27.210 19.964 13.261
H 15.267 16.203 20.719
C 17.671 15.369 14.497
H 20.779 15.508 23.096
N 26.308 21.460 22.376
H 14.674 19.619 11.244
H 17.318 15.381 13.477
H 19.035 15.748 22.756
H 19.487 19.494 20.421
C 22.908 13.176 22.377
C 19.908 16.120 23.318
H 18.207 12.195 21.403
H 25.934 19.100 20.177
H 14.200 11.475 18.821
C 24.009 16.158 13.920
C 15.528 13.328 17.390
H 23.812 18.104 16.382
H 20.429 23.465 18.606
H 14.999 13.923 14.246
H 24.621 12.393 16.848
H 15.760 17.835 15.529
O 13.922 17.954 12.207
H 12.409 19.130 20.431
H 19.669 13.421 18.433
C 25.362 14.561 19.970
C 12.156 18.985 19.320
C 17.772 24.187 15.375
H 18.391 8.431 16.355
H 24.140 14.351 12.952
C 21.097 16.475 17.411
H 18.042 11.011 15.159
H 11.579 11.022 19.670
H 26.951 18.883 22.622
H 16.671 18.239 11.956
C 21.707 17.497 10.686
H 21.710 17.284 17.797
H 16.405 22.979 16.190
H 14.269 19.939 23.302
H 26.577 14.470 21.637
O 17.321 16.601 15.062
C 18.944 23.591 16.148
H 21.784 15.129 14.582
H 19.778 16.692 20.262
H 15.122 16.605 23.124
H 24.576 20.133 19.850
H 13.799 20.777 19.741
H 16.000 12.339 17.375
H 15.144 10.345 13.263
N 22.124 14.598 13.772
H 21.849 15.679 17.361
H 23.265 13.700 23.326
H 25.465 16.522 20.527
H 20.145 20.866 21.030
H 23.650 16.683 22.998
*
```

Atom charges from the Mulliken analysis, given in e for atoms 1 to 99: atom 1 (N): 0.4874, atom 2 (C): -0.6985, atom 3 (C): 1.4188, atom 4 (H): 0.2989, atom 5 (H): 0.4124, atom 6 (H): -0.8825, atom 7 (H): 0.2148, atom 8 (C): -0.5656, atom 9 (H): 0.1904, atom 10 (C): 0.5729, atom 11 (C): -1.2721, atom 12 (O): -0.6417, atom 13 (H): 0.2573, atom 14 (H): -0.3108, atom 15 (H): 0.4437, atom 16 (C): -1.2954, atom 17 (C): -0.7679, atom 18 (H): -0.0791, atom 19 (H): 0.3569, atom 20 (H): 0.2918, atom 21 (C): -1.0455, atom 22 (H): 0.2577, atom 23 (H): 0.0752, atom 24 (H): -0.0828, atom 25 (N): 0.5640, atom 26 (H): 0.4127, atom 27 (H): -0.3190, atom 28 (N): 0.0763, atom 29 (H): 0.2055, atom 30 (H): 0.5064, atom 31 (N): 0.0131, atom 32 (C): 0.2607, atom 33 (C): -2.2597, atom 34 (H): 0.4020, atom 35 (H): 0.4492, atom 36 (H): 0.0556, atom 37 (H): -0.0271, atom 38 (H): 0.3696, atom 39 (C): -0.2774, atom 40 (H): -0.3318, atom 41 (H): 0.2015, atom 42 (H): 0.3846, atom 43 (H): 0.5103, atom 44 (N): -0.7102, atom 45 (H): 0.4664, atom 46 (H): 0.7299, atom 47 (C): -1.0477, atom 48 (C): -1.2004, atom 49 (C): -0.8263, atom 50 (C): 0.5520, atom 51 (H): 0.2276, atom 52 (H): 0.2658, atom 53 (N): 0.4102, atom 54 (N): -0.7416, atom 55 (C): -1.5618, atom 56 (O): -0.3576, atom 57 (H): 0.3746, atom 58 (H): 0.2584, atom 59 (H): 0.3528, atom 60 (H): 0.2733, atom 61 (C): -0.8138, atom 62 (O): -0.2326, atom 63 (H): 0.5131, atom 64 (C): -0.8653, atom 65 (H): -1.0365, atom 66 (N): 0.0878, atom 67 (C): -0.6709, atom 68 (H): 0.0527, atom 69 (H): 0.4022, atom 70 (H): -0.3334, atom 71 (C): -0.6487, atom 72 (H): 0.3287, atom 73 (H): 0.5840, atom 74 (H): -0.3516, atom 75 (H): 0.2467, atom 76 (C): 1.7114, atom 77 (H): 0.3255, atom 78 (H): 0.3159, atom 79 (H): 0.3622, atom 80 (H): -0.4650, atom 81 (H): 0.2007, atom 82 (H): 0.2494, atom 83 (C): -0.0302, atom 84 (H): 0.3362, atom 85 (C): -0.0507, atom 86 (H): -0.1500, atom 87 (H): 0.3646, atom 88 (C): 0.3947, atom 89 (H): 0.1772, atom 90 (H): 0.0097, atom 91 (C): 0.1688, atom 92 (H): 0.2330, atom 93 (C): -0.9623, atom 94 (H): -0.3917, atom 95 (H): -0.2896, atom 96 (H): -0.0513, atom 97 (C): 0.3238, atom 98 (O): 0.5277, atom 99 (H): -0.3420